(1)
ORCA calculation (ωB97M-V with the def2-TZVPD basis set) on a structure of composition C39H108CdN7O13 at a distorted geometry.

Computed properties:
HOMO, eV: -9.479
Orbital gap, eV: 3.10

ORCA input file:
```
! wB97M-V def2-TZVPD RIJCOSX def2/J DEFGRID3
* xyz 1 1
Cd -3.119 0.323 4.451
C -2.665 1.359 -1.518
C -1.139 0.909 -1.320
C -0.253 1.657 -2.506
C 1.239 1.478 -2.333
C 1.542 2.156 -0.972
C 0.788 1.560 0.256
N -0.664 1.365 -0.070
O -1.421 0.867 1.056
C 0.949 2.509 1.541
C 1.466 0.227 0.602
C -1.137 -0.645 -1.626
H -3.466 0.861 -0.972
H -2.763 1.315 -2.603
H -2.812 2.435 -1.417
H -0.391 2.738 -2.476
H -0.567 1.285 -3.481
H 1.955 1.933 -3.018
H 1.583 0.446 -2.396
H 1.426 3.240 -1.000
H 2.617 2.008 -0.873
H 1.990 2.824 1.617
H 0.544 1.930 2.371
H 0.181 3.280 1.591
H 2.446 0.267 1.078
H 1.562 -0.265 -0.365
H 0.800 -0.331 1.261
H -0.119 -0.999 -1.462
H -1.231 -0.761 -2.705
H -1.858 -1.097 -0.944
C -10.422 -0.993 1.540
C -9.783 0.015 0.508
C -10.586 0.228 -0.763
O -9.597 1.229 1.153
H -10.244 -2.042 1.302
H -11.501 -1.036 1.683
H -10.111 -0.876 2.578
H -8.789 -0.316 0.208
H -10.571 -0.559 -1.518
H -10.246 1.149 -1.237
H -11.649 0.391 -0.586
H -10.523 1.480 1.170
C 2.084 9.735 3.418
C 1.054 9.349 2.292
C 1.696 8.473 1.133
O 0.060 8.576 2.940
H 2.974 10.282 3.108
H 2.621 8.942 3.937
H 1.656 10.145 4.334
H 0.734 10.264 1.794
H 2.639 8.882 0.768
H 1.052 8.266 0.278
H 2.121 7.612 1.649
H -0.522 8.087 2.353
O -3.045 4.890 1.102
H -2.457 4.260 0.685
H -3.922 4.607 0.844
O -2.486 3.159 4.628
H -1.850 3.394 3.952
H -2.706 3.989 5.050
O -3.803 -2.421 3.531
H -4.555 -2.693 3.004
H -3.342 -3.236 3.730
O -0.538 -1.016 5.335
H -0.176 -1.836 4.999
H 0.029 -0.788 6.072
C -7.242 -5.677 -2.479
C -5.817 -5.318 -2.783
C -4.909 -6.534 -2.520
O -4.821 -6.729 -1.107
C -3.672 -7.370 -0.645
N -5.953 -5.011 -4.198
H -7.378 -5.938 -1.429
H -7.645 -6.475 -3.102
H -7.938 -4.841 -2.556
H -5.482 -4.366 -2.373
H -3.935 -6.297 -2.947
H -5.242 -7.469 -2.972
H -3.746 -7.459 0.439
H -2.671 -6.945 -0.722
H -3.559 -8.355 -1.097
H -6.839 -4.543 -4.326
H -6.040 -5.842 -4.766
C 11.233 0.953 0.891
C 10.219 0.027 1.492
C 8.815 0.640 1.570
O 8.986 1.995 2.239
C 7.764 2.662 2.075
N 10.214 -1.224 0.831
H 11.019 1.095 -0.168
H 12.204 0.459 0.904
H 11.267 1.958 1.312
H 10.578 0.044 2.522
H 8.064 0.103 2.150
H 8.571 0.919 0.545
H 7.908 3.723 2.278
H 6.923 2.275 2.650
H 7.531 2.698 1.011
H 9.435 -1.829 1.046
H 11.002 -1.808 1.073
C -6.142 1.266 -7.748
C -5.541 1.934 -9.037
C -5.594 3.374 -9.130
O -4.977 3.845 -10.308
C -5.027 5.279 -10.500
N -4.218 1.384 -9.243
H -5.707 1.734 -6.865
H -5.944 0.202 -7.618
H -7.213 1.438 -7.855
H -6.017 1.630 -9.970
H -5.047 3.898 -8.346
H -6.643 3.668 -9.131
H -4.448 5.797 -9.735
H -5.997 5.693 -10.224
H -4.800 5.621 -11.510
H -3.708 1.812 -8.484
H -3.805 1.807 -10.062
C 3.856 -0.656 8.550
C 2.895 0.480 8.842
C 3.023 1.834 8.145
O 4.170 2.664 8.287
C 4.029 3.518 9.460
N 1.508 -0.154 8.703
H 3.908 -1.368 9.374
H 4.857 -0.251 8.403
H 3.644 -1.282 7.684
H 3.113 0.779 9.867
H 2.113 2.426 8.239
H 3.086 1.355 7.168
H 4.162 2.962 10.388
H 3.074 4.043 9.449
H 4.855 4.229 9.484
H 0.768 0.394 9.118
H 1.461 -0.975 9.289
C 4.853 -2.480 -8.471
C 4.985 -2.786 -6.946
C 5.031 -1.475 -6.028
O 6.152 -0.607 -6.039
C 7.210 -0.966 -5.044
N 3.718 -3.501 -6.678
H 5.670 -2.023 -9.030
H 4.048 -1.747 -8.539
H 4.755 -3.425 -9.004
H 5.914 -3.354 -6.906
H 4.622 -1.666 -5.036
H 4.178 -0.923 -6.422
H 7.059 -0.566 -4.042
H 8.216 -0.578 -5.208
H 7.377 -2.029 -4.873
H 3.652 -4.347 -7.225
H 3.035 -2.939 -7.166
C 2.585 -4.987 3.996
C 1.551 -6.070 4.425
C 0.214 -5.814 3.727
O -0.584 -4.852 4.446
C -1.137 -5.485 5.588
N 2.051 -7.264 3.896
H 3.351 -5.076 4.766
H 2.230 -3.959 4.050
H 2.997 -5.169 3.003
H 1.376 -5.979 5.497
H -0.361 -6.734 3.622
H 0.217 -5.454 2.699
H -1.665 -4.683 6.104
H -0.425 -5.881 6.312
H -1.773 -6.331 5.330
H 2.095 -7.126 2.896
H 1.486 -8.090 4.036
*
```


(2)
ORCA calculation (ωB97M-V with the def2-TZVPD basis set) on a cluster of 2 separate species, C11H15N in total at a distorted geometry.

Computed properties:
HOMO (alpha / beta), eV: -13.265 / -13.308
Orbital gap (alpha / beta), eV: 9.27 / 6.21
ΔE to the lowest compared entry with this formula, charge and spin, kJ/mol: 314.9

ORCA input file:
```
! wB97M-V def2-TZVPD RIJCOSX def2/J DEFGRID3
* xyz 1 2
C 2.680 -0.796 0.649
C -0.037 0.249 -1.858
C 0.454 -0.757 -0.977
C 1.717 -0.195 -0.282
C 1.788 1.213 -0.616
C -0.949 -0.109 -2.889
C -1.201 -1.484 -3.010
C -0.063 -1.987 -0.969
C -0.766 -2.422 -2.046
N 0.768 1.429 -1.546
H 0.310 2.351 -1.723
H -1.375 0.503 -3.581
H 2.666 1.901 -0.644
H -1.662 -1.931 -3.838
H 0.179 -2.798 -0.352
H 3.215 -1.689 0.324
H 2.304 -1.257 1.653
H -1.182 -3.323 -2.585
H 3.342 0.063 1.112
C -1.755 1.404 2.189
C -1.256 1.381 3.685
H -1.540 0.477 1.566
H -2.904 1.367 2.217
H -1.341 2.218 1.398
H -1.833 0.620 4.270
H -0.157 1.140 3.755
H -1.402 2.431 4.099
*
```


(3)
ORCA calculation (ωB97M-V with the def2-TZVPD basis set) on a cluster of 2 separate species, C5H13NO in total at a distorted geometry.

Computed properties:
HOMO (alpha / beta), eV: -14.181 / -14.174
Orbital gap (alpha / beta), eV: 9.44 / 4.80
ΔE to the lowest compared entry with this formula, charge and spin, kJ/mol: 312.2

ORCA input file:
```
! wB97M-V def2-TZVPD RIJCOSX def2/J DEFGRID3
* xyz 1 2
C -1.199 -2.910 -0.610
C 0.053 -2.571 0.137
O 0.168 -2.878 1.309
N 1.281 -2.133 -0.449
H -0.967 -3.636 -1.463
H -1.543 -1.890 -1.023
H 1.983 -1.699 0.338
H 1.276 -2.063 -1.433
H -1.935 -3.541 0.033
C -0.536 2.222 0.147
C 0.255 2.853 1.238
C 0.351 1.273 -0.652
H -1.372 1.605 0.469
H -0.962 3.011 -0.531
H 0.799 2.296 1.933
H 0.034 1.098 -1.656
H 1.348 1.821 -0.535
H -0.466 3.379 1.901
H 1.036 3.533 0.835
H 0.396 0.230 0.012
*
```


(4)
ORCA calculation (ωB97M-V with the def2-TZVPD basis set) on an isolated molecule of C5H10O2.

Computed properties:
SMILES string: OC[C@H]1CCOC1
HOMO, eV: -9.599
Orbital gap, eV: 10.47
ΔE to the lowest compared entry with this formula, charge and spin, kJ/mol: 157.1

ORCA input file:
```
! wB97M-V def2-TZVPD RIJCOSX def2/J DEFGRID3
* xyz 0 1
O 2.411 -0.430 1.127
C 1.649 -0.599 -0.061
C 0.176 -0.325 0.222
C -0.302 1.119 0.061
C -1.808 0.903 0.110
O -2.034 -0.287 -0.635
C -0.843 -1.069 -0.649
H 2.956 0.357 1.047
H 2.018 0.052 -0.867
H 1.789 -1.636 -0.394
H 0.016 -0.623 1.266
H 0.075 1.798 0.832
H -0.011 1.508 -0.926
H -2.399 1.707 -0.338
H -2.135 0.770 1.154
H -0.499 -1.175 -1.690
H -1.058 -2.072 -0.260
*
```


(5)
ORCA calculation (ωB97M-V with the def2-TZVPD basis set) on a structure of composition C30H27Cl2HfN7O2S2 at a distorted geometry.

Computed properties:
HOMO, eV: -19.228
Orbital gap, eV: 6.78

ORCA input file:
```
! wB97M-V def2-TZVPD RIJCOSX def2/J DEFGRID3
* xyz 4 1
Hf 0.357 0.288 0.410
C -0.655 -1.165 4.660
O -1.146 0.214 4.447
C -0.749 0.582 3.275
N -0.023 -0.224 2.574
C 0.176 -1.462 3.388
C -0.198 -2.724 2.648
C -0.233 -2.794 1.263
C -0.509 -3.968 0.582
C -0.755 -5.123 1.312
C -0.716 -5.082 2.700
C -0.437 -3.892 3.362
C -1.159 1.887 2.719
C -1.873 2.872 3.370
C -2.164 4.039 2.662
C -1.701 4.197 1.357
C -0.968 3.165 0.808
N -0.732 2.024 1.459
C -0.198 3.184 -0.455
N 0.783 2.353 -0.561
C 1.466 2.656 -1.838
C 0.496 3.650 -2.519
O -0.439 4.003 -1.428
C 1.982 1.365 -2.516
C 2.625 1.723 -3.850
C 2.290 1.213 -5.038
C 1.275 0.088 -5.235
C 1.727 -1.159 -4.525
C 1.590 -1.053 -3.218
H -1.527 -1.802 4.768
H -0.079 -1.159 5.578
H 1.234 -1.515 3.652
H -0.047 -1.907 0.648
H -0.529 -3.991 -0.501
H -0.967 -6.053 0.800
H -0.896 -5.982 3.273
H -0.395 -3.891 4.447
H -2.188 2.740 4.398
H -2.727 4.833 3.138
H -1.882 5.107 0.798
H 2.374 3.208 -1.587
H -0.102 3.260 -3.334
H 0.983 4.565 -2.837
H 3.420 2.464 -3.806
H 2.792 1.566 -5.932
H 0.946 -0.019 -6.265
H 2.150 -2.000 -5.061
H 1.883 -1.797 -2.486
Cl 2.598 1.310 1.814
C 3.567 -0.181 1.678
Cl 2.561 -1.404 0.837
H 3.805 -0.548 2.669
H 4.457 0.021 1.096
N 2.884 0.794 -1.492
C 0.960 0.252 -2.732
N 0.068 -0.020 -1.628
C -1.126 -0.462 -2.181
C -1.332 -0.321 -3.511
S -0.115 0.734 -4.172
C -2.097 -0.922 -1.208
C -3.128 -1.754 -1.414
S -3.999 -1.985 0.038
C -2.929 -0.918 0.857
N -1.928 -0.452 0.113
N -3.151 -0.631 2.161
H 3.582 1.483 -1.218
H 3.406 0.014 -1.888
H -2.253 -0.500 -4.047
H -3.410 -2.256 -2.329
H -3.968 -1.051 2.585
H -3.010 0.317 2.469
*
```


(6)
ORCA calculation (ωB97M-V with the def2-TZVPD basis set) on a structure of composition C20H14AuF6NO4PS2 at a distorted geometry.

Computed properties:
HOMO (alpha / beta), eV: -12.360 / -12.889
Orbital gap (alpha / beta), eV: 9.26 / 6.23

ORCA input file:
```
! wB97M-V def2-TZVPD RIJCOSX def2/J DEFGRID3
* xyz 1 3
Au 0.696 -2.571 0.992
F -3.143 -4.723 -1.364
C -3.260 -3.877 -0.357
F -2.913 -2.655 -0.791
F -4.517 -3.835 0.047
S -2.142 -4.286 1.091
O -0.796 -4.084 0.536
O -2.423 -5.593 1.538
N -2.549 -3.185 2.140
S -2.357 -1.657 1.916
O -1.218 -1.325 1.042
O -3.518 -0.889 1.646
C -1.680 -1.101 3.573
F -0.664 -1.916 3.884
F -2.542 -1.086 4.563
F -1.175 0.127 3.412
C 3.609 3.620 -2.552
C 2.241 3.582 -2.789
C 1.494 2.489 -2.393
C 2.122 1.441 -1.712
C 3.510 1.449 -1.536
C 4.245 2.541 -1.949
P 1.147 0.127 -0.956
C -0.550 0.413 -1.481
C -0.862 0.055 -2.796
C -2.126 0.305 -3.292
C -3.087 0.878 -2.469
C -2.768 1.247 -1.169
C -1.501 1.022 -0.663
C 1.563 0.230 0.810
C 1.951 1.465 1.343
C 2.460 1.524 2.625
C 2.623 0.368 3.369
C 2.201 -0.857 2.861
C 1.669 -0.928 1.589
H 4.184 4.488 -2.842
H 1.749 4.409 -3.283
H 0.428 2.466 -2.570
H 3.998 0.598 -1.080
H 5.316 2.552 -1.814
H -0.117 -0.415 -3.426
H -2.373 0.036 -4.309
H -4.093 1.020 -2.836
H -3.513 1.701 -0.532
H -1.254 1.312 0.347
H 1.830 2.364 0.756
H 2.741 2.480 3.045
H 3.063 0.413 4.355
H 2.300 -1.739 3.478
*
```


(7)
ORCA calculation (ωB97M-V with the def2-TZVPD basis set) on the ion C2H5N2S2 with charge +1 at a distorted geometry.

Computed properties:
SMILES string: [NH2+]=C=[NH+]CS[S-]
HOMO (alpha / beta), eV: -12.594 / -12.159
Orbital gap (alpha / beta), eV: 4.48 / 3.81
ΔE to the lowest compared entry with this formula, charge and spin, kJ/mol: 390.6

ORCA input file:
```
! wB97M-V def2-TZVPD RIJCOSX def2/J DEFGRID3
* xyz 1 1
N 0.229 2.069 -0.812
C -0.159 0.847 -0.712
N -0.015 0.127 0.426
C -0.737 -1.155 0.553
S -0.076 -2.644 -0.503
S 1.872 -2.302 -0.162
H 0.445 2.515 0.033
H 0.493 2.499 -1.746
H 0.295 0.625 1.252
H -0.642 -1.507 1.524
H -1.704 -1.075 0.148
*
```


(8)
ORCA calculation (ωB97M-V with the def2-TZVPD basis set) on the ion C5H10N2 with charge +2 at a distorted geometry.

Computed properties:
SMILES string: C[N+]1(C)C=C[NH+]=C1
HOMO, eV: -20.513
Orbital gap, eV: 9.69
ΔE to the lowest compared entry with this formula, charge and spin, kJ/mol: 168.6

ORCA input file:
```
! wB97M-V def2-TZVPD RIJCOSX def2/J DEFGRID3
* xyz 2 1
C 0.922 -0.076 -1.238
N 0.092 -0.032 0.020
C 0.964 0.095 1.268
C -0.803 -1.184 -0.118
C -2.052 -0.711 -0.057
N -2.028 0.693 0.076
C -0.802 1.111 0.024
H 1.457 0.871 -1.383
H 1.676 -0.867 -1.345
H 0.117 -0.125 -2.023
H 1.475 1.121 1.542
H 0.419 -0.224 2.254
H 1.893 -0.555 1.112
H -0.523 -2.190 -0.190
H -2.870 -1.263 0.224
H -2.941 1.191 -0.039
H -0.484 2.181 -0.105
*
```